(one)
The following is a DFT calculation (ωB97M-V with the def2-TZVPD basis set) of a cluster of 2 separate species, C2H3F2NO in total.

```
! RIJCOSX wB97M-V def2-TZVPD def2/J DEFGRID3
* xyz 0 1
C -1.39 -0.71 0.23
C 2.57 -0.22 -0.51
N -1.01 0.57 0.04
O -1.22 -1.31 1.23
F 1.86 0.86 -0.82
F 2.48 -0.33 0.76
H -2.04 -0.92 -0.56
H -1.08 0.99 -0.92
H -0.17 1.07 0.55
*
```

The frontier orbital gap is 10.104 eV.

Mulliken analysis output, partial charges in e:
1. C 0.12
2. C 0.12
3. N -0.42
4. O -0.50
5. F -0.09
6. F -0.04
7. H 0.31
8. H 0.25
9. H 0.24

---

(two)
The following is a DFT calculation (ωB97M-V with the def2-TZVPD basis set) of a cluster of 2 separate species, C2H3F2NO in total.

```
! RIJCOSX wB97M-V def2-TZVPD def2/J DEFGRID3
* xyz 0 1
C 0.36 0.41 -0.31
C -0.99 -0.08 0.28
H 3.33 -0.57 0.54
H 0.37 1.92 -1.09
H -0.68 -0.22 1.42
N 1.36 -0.39 0.25
O 2.66 0.14 -0.12
F -1.57 -1.26 -0.28
F -1.77 1.09 0.12
*
```

The frontier orbital gap is 9.909 eV.

Mulliken analysis output, partial charges in e:
1. C -0.26
2. C 0.47
3. H 0.38
4. H 0.30
5. H 0.18
6. N -0.21
7. O -0.39
8. F -0.23
9. F -0.25

---

Question: which arrangement is favored energetically? Ranking from most to least stable: (one), (two).

---

(one)
The following is a DFT calculation (ωB97M-V with the def2-TZVPD basis set) of the molecule C2H3F2NO.

```
! RIJCOSX wB97M-V def2-TZVPD def2/J DEFGRID3
* xyz 0 1
O -1.89 -0.41 -1.12
N -1.09 -0.16 -0.05
C 0.13 -0.03 -0.36
C 1.03 0.25 0.73
F 1.63 1.46 0.52
F 1.98 -0.73 0.62
H -2.75 -0.54 -0.70
H 0.49 -0.17 -1.35
H 0.47 0.32 1.73
*
```

As for the structure (SMILES): O/N=C/C(F)F. The frontier orbital gap is 11.514 eV.

Mulliken analysis output, partial charges in e:
1. O -0.36
2. N -0.35
3. C -0.22
4. C 0.44
5. F -0.25
6. F -0.26
7. H 0.40
8. H 0.42
9. H 0.19

---

(two)
The following is a DFT calculation (ωB97M-V with the def2-TZVPD basis set) of a cluster of 2 separate species, C2H3F2NO in total.

```
! RIJCOSX wB97M-V def2-TZVPD def2/J DEFGRID3
* xyz 0 1
C 0.32 1.72 -1.06
C 0.13 -0.89 -0.04
N -0.54 -0.69 1.13
O 0.22 2.70 -0.45
F -0.60 -1.58 -0.98
F 1.41 -1.39 0.08
H 0.05 1.61 -2.12
H -0.31 0.08 1.71
H -0.68 -1.55 1.72
*
```

The frontier orbital gap (alpha / beta) is 8.546 / 9.006 eV.

Mulliken analysis output, partial charges in e:
1. C 0.11
2. C 0.37
3. N -0.42
4. O -0.29
5. F -0.24
6. F -0.27
7. H 0.24
8. H 0.28
9. H 0.22

---

Question: which arrangement is favored energetically? Ranking from most to least stable: (one), (two).

---

(one)
The following is a DFT calculation (ωB97M-V with the def2-TZVPD basis set) of a cluster of 5 separate species, C2H14O4S in total.

```
! RIJCOSX wB97M-V def2-TZVPD def2/J DEFGRID3
* xyz 0 1
C -4.08 -4.04 1.21
C -3.36 -3.23 0.11
S -2.78 -1.61 0.64
H -3.80 -5.09 1.15
H -5.14 -3.90 1.12
H -3.77 -3.63 2.16
H -2.52 -3.82 -0.27
H -3.96 -3.21 -0.80
H -3.82 -0.94 0.12
O 2.77 5.48 -2.71
H 3.58 5.22 -2.26
H 2.31 4.67 -2.95
O 0.95 3.54 -0.19
H 1.02 4.44 -0.53
H 1.87 3.24 -0.16
O 2.62 1.09 -0.76
H 1.67 0.95 -0.71
H 2.91 1.13 0.16
O 4.40 0.26 1.52
H 5.14 -0.14 1.06
H 3.99 -0.39 2.10
*
```

As for the structure (SMILES): CCS.O.O.O.O. The frontier orbital gap is 9.637 eV.

Mulliken analysis output, partial charges in e:
1. C -0.89
2. C -0.49
3. S -0.22
4. H 0.29
5. H 0.25
6. H 0.33
7. H 0.27
8. H 0.35
9. H 0.12
10. O -0.65
11. H 0.32
12. H 0.33
13. O -0.63
14. H 0.32
15. H 0.33
16. O -0.68
17. H 0.34
18. H 0.34
19. O -0.65
20. H 0.32
21. H 0.32

---

(two)
The following is a DFT calculation (ωB97M-V with the def2-TZVPD basis set) of a cluster of 5 separate species, C2H14O4S in total.

```
! RIJCOSX wB97M-V def2-TZVPD def2/J DEFGRID3
* xyz 0 1
C 1.03 -1.33 -0.78
S 1.50 0.29 -1.39
C -0.16 1.00 -1.56
H 1.86 -1.85 -0.30
H 0.69 -1.95 -1.60
H 0.21 -1.24 -0.09
H -0.02 2.09 -1.61
H -0.67 0.57 -2.42
H -0.67 0.78 -0.64
O -0.94 0.90 2.68
H -0.15 1.24 2.24
H -1.59 1.60 2.58
O -1.84 -1.42 1.49
H -1.57 -2.21 1.97
H -1.48 -0.65 1.95
O 1.29 1.97 1.35
H 1.78 1.84 2.17
H 1.85 1.54 0.67
O -1.72 -1.82 -1.34
H -1.83 -1.87 -0.38
H -2.57 -2.07 -1.72
*
```

As for the structure (SMILES): CSC.O.O.O.O. The frontier orbital gap is 9.047 eV.

Mulliken analysis output, partial charges in e:
1. C -0.31
2. S -0.20
3. C -0.60
4. H 0.38
5. H 0.28
6. H -0.18
7. H 0.34
8. H 0.30
9. H 0.10
10. O -0.74
11. H 0.39
12. H 0.33
13. O -0.69
14. H 0.31
15. H 0.35
16. O -0.68
17. H 0.31
18. H 0.28
19. O -0.60
20. H 0.34
21. H 0.28

---

Question: which arrangement is favored energetically? Ranking from most to least stable: (two), (one).

---

(one)
The following is a DFT calculation (ωB97M-V with the def2-TZVPD basis set) of the molecule CH5PS2.

```
! RIJCOSX wB97M-V def2-TZVPD def2/J DEFGRID3
* xyz 0 3
C 0.50 0.38 0.23
P 0.50 -0.42 -1.74
S -1.11 0.52 1.10
S 1.48 -0.81 1.26
H 1.07 1.22 0.09
H -0.48 -1.61 -1.49
H -0.43 0.26 -2.43
H -1.71 -0.21 0.27
H 0.70 -0.49 2.19
*
```

The frontier orbital gap (alpha / beta) is 5.356 / 5.760 eV.

Mulliken analysis output, partial charges in e:
1. C -0.65
2. P 0.00
3. S -0.19
4. S -0.03
5. H 0.47
6. H 0.04
7. H 0.05
8. H 0.13
9. H 0.18

---

(two)
The following is a DFT calculation (ωB97M-V with the def2-TZVPD basis set) of a cluster of 2 separate species, CH5PS2 in total.

```
! RIJCOSX wB97M-V def2-TZVPD def2/J DEFGRID3
* xyz 0 3
C -0.70 -0.50 -2.67
P 0.89 0.71 2.21
S -1.08 -1.94 -2.02
S -0.11 0.92 -1.82
H -0.77 -0.43 -3.66
H 1.07 -0.62 2.29
H -0.50 0.66 2.54
H 1.35 0.75 3.60
H -0.14 0.45 -0.47
*
```

The frontier orbital gap (alpha / beta) is 7.442 / 6.798 eV.

Mulliken analysis output, partial charges in e:
1. C -0.34
2. P -0.18
3. S -0.06
4. S -0.09
5. H 0.41
6. H 0.06
7. H 0.08
8. H 0.09
9. H 0.03

---

Question: which arrangement is favored energetically? Ranking from most to least stable: (two), (one).

---

(one)
The following is a DFT calculation (ωB97M-V with the def2-TZVPD basis set) of the molecule C2H3F3OS.

```
! RIJCOSX wB97M-V def2-TZVPD def2/J DEFGRID3
* xyz 0 1
C 1.80 0.05 0.25
O 0.67 -0.14 1.02
S -0.64 -1.22 0.31
C -1.84 0.01 -0.31
F -2.33 0.80 0.62
F -1.28 0.83 -1.17
F -2.82 -0.69 -0.88
H 2.59 -0.72 0.39
H 2.25 0.97 0.60
H 1.59 0.11 -0.83
*
```

As for the structure (SMILES): COSC(F)(F)F. The frontier orbital gap is 10.136 eV.

Mulliken analysis output, partial charges in e:
1. C -0.51
2. O -0.35
3. S 0.03
4. C 0.71
5. F -0.21
6. F -0.22
7. F -0.22
8. H 0.25
9. H 0.25
10. H 0.27

---

(two)
The following is a DFT calculation (ωB97M-V with the def2-TZVPD basis set) of the molecule C2H3F3OS.

```
! RIJCOSX wB97M-V def2-TZVPD def2/J DEFGRID3
* xyz 0 1
C 0.05 -0.05 0.20
C -2.76 0.28 -0.03
O -1.69 -2.23 -0.38
F -4.01 -0.11 0.10
F -2.59 1.44 0.72
F -2.48 0.62 -1.27
S -1.41 -1.16 0.56
H -0.26 0.88 -0.35
H 0.82 -0.55 -0.48
H 0.79 0.17 0.97
*
```

The frontier orbital gap is 10.273 eV.

Mulliken analysis output, partial charges in e:
1. C -0.84
2. C 0.60
3. O -0.52
4. F -0.19
5. F -0.24
6. F -0.20
7. S 0.44
8. H 0.27
9. H 0.33
10. H 0.35

---

Question: which arrangement is favored energetically? Ranking from most to least stable: (one), (two).

---

(one)
The following is a DFT calculation (ωB97M-V with the def2-TZVPD basis set) of the ion C4H11ClN with charge +1.

```
! RIJCOSX wB97M-V def2-TZVPD def2/J DEFGRID3
* xyz 1 1
C -1.45 -0.69 0.92
C -0.01 -0.15 0.68
C 1.10 -1.14 0.89
Cl 0.17 1.43 1.49
C 0.16 0.12 -1.13
N 0.15 1.59 -1.40
H -2.11 0.10 1.18
H -1.40 -1.39 1.76
H -1.73 -1.16 0.06
H 1.10 -1.88 0.20
H 0.81 -1.50 1.93
H 2.13 -0.64 0.93
H -0.53 -0.32 -1.77
H 1.21 -0.22 -1.34
H -0.01 2.04 -0.47
H -0.61 1.99 -1.98
H 1.03 1.84 -1.94
*
```

As for the structure (SMILES): CC(C)(Cl)C[NH3+]. The frontier orbital gap is 11.529 eV.

Mulliken analysis output, partial charges in e:
1. C -1.31
2. C 1.02
3. C -1.49
4. Cl -0.22
5. C -0.90
6. N -0.21
7. H 0.39
8. H 0.37
9. H 0.37
10. H 0.47
11. H 0.39
12. H 0.35
13. H 0.35
14. H 0.40
15. H 0.27
16. H 0.39
17. H 0.36

---

(two)
The following is a DFT calculation (ωB97M-V with the def2-TZVPD basis set) of a cluster of 2 separate species, C4H11ClN in total.

```
! RIJCOSX wB97M-V def2-TZVPD def2/J DEFGRID3
* xyz 1 1
C 0.94 -1.86 -1.16
C -0.51 0.99 2.57
C 0.78 -0.40 -1.08
C -1.21 0.13 1.54
N -0.28 0.38 -1.76
Cl -2.28 0.82 0.49
H 0.37 -2.38 -2.03
H 2.08 -2.30 -1.09
H 0.43 -2.31 -0.28
H -1.23 1.45 3.34
H -0.01 1.88 2.02
H 0.40 0.56 3.06
H 0.98 -0.14 -0.05
H -1.15 -0.93 1.58
H -0.61 -0.33 -2.33
H 0.01 1.06 -2.48
H -1.08 0.77 -1.10
*
```

The frontier orbital gap (alpha / beta) is 9.726 / 7.290 eV.

Mulliken analysis output, partial charges in e:
1. C -0.84
2. C -0.70
3. C -0.29
4. C -0.38
5. N -0.09
6. Cl -0.20
7. H 0.32
8. H 0.30
9. H 0.25
10. H 0.29
11. H 0.25
12. H 0.30
13. H 0.39
14. H 0.49
15. H 0.37
16. H 0.39
17. H 0.15

---

Question: which arrangement is favored energetically? Ranking from most to least stable: (one), (two).